No. 1
# C2H7S

A molecular structure, C2H7S at a distorted geometry (ωB97M-V/def2-TZVPD, the Open Molecules 2025 dataset).

Properties
HOMO energy = -2.408 eV
energy relative to the best compared isomer or geometry (same formula, charge and spin) = 260.00 kJ/mol
lowest unoccupied orbital energy = 2.5 eV
HOMO-LUMO gap = 4.92 eV

Geometry as ORCA input:
```
! wB97M-V def2-TZVPD RIJCOSX def2/J DEFGRID3
* xyz -1 1
C -4.086 -4.400 2.390
H -4.439 -3.968 3.325
H -4.800 -4.095 1.601
H -4.205 -5.493 2.243
H -3.053 -4.129 2.192
C 4.167 4.985 -2.332
S 4.040 2.608 -2.363
H 4.580 4.606 -1.411
H 4.701 4.694 -3.225
H 3.095 5.192 -2.419
*
```

---

No. 2
# C2H7S2

2 unconnected molecules or ions with the total composition C2H7S2 at a distorted geometry (ωB97M-V/def2-TZVPD, the Open Molecules 2025 dataset).

Properties
HOMO energy = -3.007 eV
energy relative to the best compared isomer or geometry (same formula, charge and spin) = 15.08 kJ/mol
lowest unoccupied orbital energy = 3.7 eV
HOMO-LUMO gap = 6.70 eV

Geometry as ORCA input:
```
! wB97M-V def2-TZVPD RIJCOSX def2/J DEFGRID3
* xyz -1 1
S -3.204 0.693 -0.390
H -3.528 -0.149 0.602
C 1.221 0.677 0.339
C 0.899 -0.743 -0.020
S -0.321 -0.916 -1.375
H 1.468 1.270 -0.546
H 0.459 1.233 0.879
H 2.125 0.708 0.970
H 0.565 -1.363 0.814
H 1.772 -1.224 -0.418
H -1.455 -0.184 -0.855
*
```

---

No. 3
# C2H7S2

2 unconnected molecules or ions with the total composition C2H7S2 (ωB97M-V/def2-TZVPD, the Open Molecules 2025 dataset).

Properties
HOMO energy = -2.670 eV
energy relative to the best compared isomer or geometry (same formula, charge and spin) = 25.37 kJ/mol
lowest unoccupied orbital energy = 3.3 eV
HOMO-LUMO gap = 5.93 eV

Geometry as ORCA input:
```
! wB97M-V def2-TZVPD RIJCOSX def2/J DEFGRID3
* xyz -1 1
S 2.710 -0.322 -0.193
H 3.890 -0.189 0.435
C -0.773 -1.101 0.491
S -2.007 0.071 -0.075
C -0.897 1.482 -0.331
H -1.210 -2.098 0.442
H -0.447 -0.900 1.508
H 0.110 -1.099 -0.146
H -1.482 2.351 -0.627
H -0.370 1.687 0.596
H -0.176 1.255 -1.112
*
```

---

No. 4
# C2H7S2

2 unconnected molecules or ions with the total composition C2H7S2 (ωB97M-V/def2-TZVPD, the Open Molecules 2025 dataset).

Properties
HOMO energy = -2.973 eV
energy relative to the best compared isomer or geometry (same formula, charge and spin) = 22.50 kJ/mol
lowest unoccupied orbital energy = 3.8 eV
HOMO-LUMO gap = 6.79 eV

Geometry as ORCA input:
```
! wB97M-V def2-TZVPD RIJCOSX def2/J DEFGRID3
* xyz -1 1
C 0.903 -0.866 -0.780
C 0.862 -0.228 0.611
S 0.635 1.597 0.550
H 1.737 -0.457 -1.346
H -0.029 -0.616 -1.284
H 0.986 -1.956 -0.697
H 1.808 -0.351 1.141
H 0.070 -0.628 1.247
S -2.503 0.573 0.123
H -3.294 1.658 0.098
H -1.174 1.274 0.337
*
```

---

No. 5
# C2H7S2

A molecular structure, C2H7S2 at a distorted geometry (ωB97M-V/def2-TZVPD, the Open Molecules 2025 dataset).

Properties
HOMO energy = -3.331 eV
energy relative to the best compared isomer or geometry (same formula, charge and spin) = 77.79 kJ/mol
lowest unoccupied orbital energy = 3.9 eV
HOMO-LUMO gap = 7.22 eV

Geometry as ORCA input:
```
! wB97M-V def2-TZVPD RIJCOSX def2/J DEFGRID3
* xyz -1 1
S -2.268 -3.290 0.712
H -1.385 -3.912 -0.159
C 0.766 1.860 -0.104
C 0.612 0.406 -0.177
S -0.955 -0.239 0.405
H 0.440 2.242 0.889
H 0.238 2.502 -0.880
H 1.811 2.173 -0.159
H 0.779 0.066 -1.208
H 1.476 -0.033 0.433
H -1.513 -1.775 0.249
*
```

---

No. 6
# C2H7S2

2 unconnected molecules or ions with the total composition C2H7S2 at a distorted geometry (ωB97M-V/def2-TZVPD, the Open Molecules 2025 dataset).

Properties
HOMO energy (alpha / beta) = -8.763 / -8.706 eV
energy relative to the best compared isomer or geometry (same formula, charge and spin) = 224.81 kJ/mol
lowest unoccupied orbital energy (alpha / beta) = 0.2 / -1.9 eV
<S²> = 0.754
HOMO-LUMO gap (alpha / beta) = 8.92 / 6.82 eV

Geometry as ORCA input:
```
! wB97M-V def2-TZVPD RIJCOSX def2/J DEFGRID3
* xyz 0 2
C -0.135 0.363 -2.691
S 0.005 0.562 -0.887
H 0.150 1.297 -3.192
H 0.469 -0.390 -3.184
H -1.192 0.380 -2.855
H 0.599 0.992 0.273
C -0.094 -0.661 2.557
S 1.566 -0.434 1.904
H 0.044 -1.091 3.548
H -0.642 0.279 2.547
H -0.771 -1.297 1.981
*
```

---

No. 7
# C2H7S3

2 unconnected molecules or ions with the total composition C2H7S3 (ωB97M-V/def2-TZVPD, the Open Molecules 2025 dataset).

Properties
HOMO energy = -2.041 eV
energy relative to the best compared isomer or geometry (same formula, charge and spin) = 55.99 kJ/mol
lowest unoccupied orbital energy = 2.7 eV
HOMO-LUMO gap = 4.79 eV

Geometry as ORCA input:
```
! wB97M-V def2-TZVPD RIJCOSX def2/J DEFGRID3
* xyz -1 1
C -2.798 -1.820 1.034
S -3.828 -3.202 0.397
H -3.364 -1.259 1.765
H -2.476 -1.212 0.199
H -1.875 -2.256 1.412
C 1.798 3.353 -0.824
S 2.732 2.102 0.093
S 1.906 0.341 -0.607
H 0.774 3.018 -0.905
H 1.815 4.315 -0.320
H 2.183 3.446 -1.850
H -3.498 -4.055 1.373
*
```

---

No. 8
# C2H8

2 unconnected molecules or ions with the total composition C2H8 (ωB97M-V/def2-TZVPD, the Open Molecules 2025 dataset).

Properties
HOMO energy = -13.354 eV
energy relative to the best compared isomer or geometry (same formula, charge and spin) = 1.53 kJ/mol
lowest unoccupied orbital energy = 1.2 eV
HOMO-LUMO gap = 14.52 eV
SMILES = C.C

Geometry as ORCA input:
```
! wB97M-V def2-TZVPD RIJCOSX def2/J DEFGRID3
* xyz 0 1
C 3.307 -1.462 -0.937
H 2.839 -0.934 -1.781
H 3.370 -2.536 -1.165
H 2.701 -1.315 -0.031
H 4.318 -1.063 -0.770
C 2.101 3.668 4.881
H 1.881 2.805 5.526
H 1.182 4.250 4.719
H 2.486 3.314 3.913
H 2.857 4.304 5.364
*
```

---

No. 9
# C2H8

2 unconnected molecules or ions with the total composition C2H8 (ωB97M-V/def2-TZVPD, the Open Molecules 2025 dataset).

Properties
HOMO energy = -13.331 eV
energy relative to the best compared isomer or geometry (same formula, charge and spin) = 1.11 kJ/mol
lowest unoccupied orbital energy = 1.0 eV
HOMO-LUMO gap = 14.36 eV
SMILES = C.C

Geometry as ORCA input:
```
! wB97M-V def2-TZVPD RIJCOSX def2/J DEFGRID3
* xyz 0 1
C 3.271 2.610 -0.351
H 3.528 2.746 -1.412
H 2.397 1.947 -0.267
H 3.036 3.586 0.098
H 4.124 2.159 0.177
C 1.053 -0.466 3.596
H 1.169 -1.511 3.921
H 1.829 -0.224 2.856
H 1.153 0.201 4.465
H 0.059 -0.331 3.144
*
```

---

No. 10
# C2H86BaO43

A molecular structure, C2H86BaO43 at a distorted geometry (ωB97M-V/def2-TZVPD, the Open Molecules 2025 dataset).

Properties
HOMO energy = -8.557 eV
lowest unoccupied orbital energy = 0.0 eV
HOMO-LUMO gap = 8.55 eV

Geometry as ORCA input:
```
! wB97M-V def2-TZVPD RIJCOSX def2/J DEFGRID3
* xyz 0 1
Ba 0.673 -2.117 -1.512
O -1.412 -0.421 -1.518
C -0.975 0.733 -0.784
C -0.327 0.265 0.558
O 0.895 -0.424 0.569
H -1.807 1.418 -0.491
H -0.245 1.304 -1.399
H -1.001 -0.266 1.216
H -0.081 1.180 1.087
O -0.647 -0.297 6.151
H -0.252 0.002 6.945
H -0.189 0.045 5.351
O -4.463 3.156 -0.310
H -4.440 2.251 -0.519
H -3.975 3.683 -0.942
O -5.271 -1.309 -2.973
H -6.113 -1.765 -2.945
H -5.136 -0.963 -2.089
O 1.569 2.226 -3.367
H 0.783 1.772 -3.678
H 1.192 3.133 -3.210
O 1.395 -5.262 2.566
H 1.324 -4.835 3.432
H 1.062 -6.161 2.689
O 3.256 0.699 4.969
H 2.396 0.810 4.518
H 3.912 0.858 4.239
O 1.298 4.224 4.388
H 2.225 4.286 4.126
H 1.277 3.967 5.318
O -0.474 0.517 -3.715
H -0.935 0.178 -2.886
H -0.768 -0.125 -4.419
O 1.054 -2.982 -4.302
H 0.314 -2.545 -4.755
H 1.870 -2.594 -4.684
O 1.917 -1.527 2.569
H 2.280 -0.783 3.056
H 1.422 -1.070 1.686
O 0.830 -4.297 5.926
H 0.679 -4.885 6.651
H 1.612 -3.733 6.134
O -3.148 1.431 2.253
H -3.550 1.420 1.386
H -2.254 1.800 2.168
O 0.361 0.574 3.709
H 0.071 1.381 3.302
H -0.170 -0.223 3.396
O -3.398 -1.535 1.787
H -3.864 -2.016 2.507
H -3.299 -0.602 2.077
O -0.975 -4.629 -1.733
H -1.316 -5.380 -1.156
H -1.773 -4.118 -1.863
O 4.992 0.378 2.446
H 4.396 0.363 1.644
H 5.144 -0.581 2.680
O -2.159 4.617 1.273
H -2.369 5.573 1.131
H -2.836 4.118 0.778
O -3.955 -3.775 3.509
H -4.603 -3.674 4.201
H -3.120 -3.453 3.937
O 5.568 -0.489 -1.820
H 5.212 0.169 -1.250
H 6.137 -0.015 -2.428
O -3.636 -0.738 -5.216
H -3.968 -1.055 -6.076
H -4.331 -0.916 -4.527
O -2.343 4.579 -1.750
H -1.588 4.450 -1.173
H -2.196 4.039 -2.530
O -4.204 -0.009 -0.639
H -3.320 -0.199 -0.962
H -4.315 -0.496 0.201
O 4.175 3.025 -4.486
H 3.343 2.572 -4.603
H 4.868 2.410 -4.751
O -1.777 2.943 -4.199
H -1.515 2.022 -4.156
H -2.463 2.905 -4.865
O 3.086 0.769 0.272
H 2.804 1.702 0.126
H 2.182 0.309 0.381
O 2.652 -2.186 5.589
H 2.170 -1.854 4.795
H 2.822 -1.360 6.061
O -1.226 -2.946 0.779
H -2.080 -2.485 0.838
H -0.822 -2.610 1.567
O 1.183 4.994 -2.755
H 2.148 5.125 -2.748
H 0.824 5.868 -2.927
O 2.542 0.053 -2.364
H 3.004 0.197 -1.527
H 2.161 0.943 -2.556
O 2.139 -3.492 0.368
H 1.871 -4.237 0.962
H 2.547 -2.880 1.006
O -1.462 -2.358 -4.710
H -1.650 -3.317 -4.921
H -2.325 -1.931 -4.797
O 3.984 4.704 -2.486
H 3.937 3.940 -3.066
H 3.899 4.435 -1.547
O -3.031 -2.832 -1.626
H -2.460 -2.012 -1.479
H -3.466 -2.587 -2.468
O 4.006 -2.764 -1.793
H 4.784 -2.285 -1.450
H 3.923 -3.598 -1.320
O 1.560 3.600 -0.372
H 1.243 4.322 -0.954
H 0.872 3.356 0.293
O 3.970 -1.377 -4.339
H 4.041 -1.745 -3.440
H 3.593 -0.509 -4.119
O -2.892 6.897 -0.434
H -2.594 6.361 -1.184
H -3.851 6.882 -0.516
O -0.705 -1.915 3.301
H -1.216 -2.250 4.080
H 0.189 -2.252 3.428
O -0.096 3.162 2.260
H -0.791 3.709 1.831
H 0.197 3.828 2.927
O -1.696 -2.522 5.604
H -0.966 -3.163 5.800
H -1.351 -1.700 6.044
O -0.908 -5.182 -5.090
H -1.223 -5.322 -4.179
H -0.072 -4.696 -4.995
*
```

---

What electronic energy values result from the calculations? In sequence: -478.510085 -876.804247 -876.800325 -876.801418 -876.780362 -876.625208 -1274.989996 -80.981465 -80.981624 -3388.945808 hartree.